Computed, not measured: the molecule C5H7P in a non-equilibrium geometry, with ωB97M-V/def2-TZVPD.

The geometry in XYZ format:
```
13
Properties=species:S:1:pos:R:3:forces:R:3:lowdin_charge:R:1
P -2.8669 0.2320 -0.1315 -0.889 2.201 -0.800 0.815
C -1.3727 -0.5920 -0.1168 3.502 -0.986 0.848 -0.539
C -0.6344 -1.6595 0.0285 -0.421 0.133 -1.942 0.022
C 0.1406 -0.4032 -0.2206 -0.017 -0.961 0.874 -0.373
C 1.2663 0.1495 -1.0585 -1.553 0.647 1.395 -0.070
C 1.3199 0.2095 0.4796 -1.956 0.457 -0.117 -0.104
H -2.0574 1.4383 -0.3239 -1.232 -0.233 -0.063 -0.064
H -2.8586 0.4549 1.2357 -0.210 0.075 0.755 -0.110
H -0.7968 -2.7108 -0.1450 0.479 -0.252 0.455 0.091
H 1.6482 -0.6175 -1.6684 1.440 -0.667 -0.254 0.083
H 1.3116 1.1471 -1.4344 -0.635 0.341 -0.901 0.079
H 2.0838 -0.1898 1.0760 0.709 -1.411 0.550 0.069
H 0.9022 1.0764 1.0030 0.783 0.656 -0.799 0.101
```
Forces are in eV/Å.

Results
* lowest unoccupied orbital energy: 0.98 eV
* relative energy (zero: lowest compared OMol25 entry of this formula, charge and spin): 90.1 kcal/mol
* structure (SMILES): PC1=CC12CC2
* HOMO-LUMO gap: 9.473 eV